[1]
{"formula": "C20H22N2O4S", "method": "ωB97M-V/def2-TZVPD", "smiles": "COc1ccc(-c2cc(C)no2)cc1S(=O)(=O)NC[C@@H](C)c1ccccc1", "e_tot_ev": -43084.091, "e_homo_ha": -0.3059, "orbital_gap_ha": 0.296, "e_above_lowest_kcal_mol": 479.9, "elements": ["C", "O", "C", "C", "C", "C", "C", "C", "C", "C", "N", "O", "C", "C", "S", "O", "O", "N", "C", "C", "C", "C", "C", "C", "C", "C", "C", "H", "H", "H", "H", "H", "H", "H", "H", "H", "H", "H", "H", "H", "H", "H", "H", "H", "H", "H", "H", "H", "H"], "positions_angstrom": [[-0.849, -3.018, 0.297], [-0.423, -1.860, 0.148], [0.818, -1.514, 0.282], [1.770, -2.501, 0.119], [3.165, -1.978, -0.248], [3.523, -0.649, -0.021], [4.970, -0.275, 0.256], [5.595, 0.950, 0.178], [6.864, 0.731, 0.038], [8.039, 1.486, 0.031], [7.200, -0.745, -0.173], [5.753, -1.162, -0.069], [2.629, 0.224, 0.357], [1.211, 0.095, 0.459], [-0.032, 1.257, 0.768], [-0.834, 0.459, 1.717], [0.825, 2.436, 1.247], [-0.668, 1.461, -0.731], [-1.904, 0.703, -0.815], [-3.149, 1.553, 0.011], [-3.554, 2.814, -0.858], [-4.277, 0.483, -0.118], [-4.232, -0.429, 1.077], [-5.079, -1.399, 1.078], [-6.232, -1.457, 0.347], [-6.295, -0.336, -1.015], [-5.244, 0.506, -0.886], [-1.825, -2.977, 0.353], [-0.298, -3.551, 0.965], [-0.630, -3.480, -0.798], [1.625, -3.315, -0.310], [4.073, -2.886, -0.305], [5.271, 1.747, 0.450], [9.001, 0.843, -0.190], [8.103, 2.037, 0.919], [8.167, 2.266, -0.737], [2.854, 1.310, 0.380], [-0.699, 2.437, -0.657], [-1.876, -0.228, -0.478], [-2.017, 1.006, -2.010], [-2.727, 1.891, 0.952], [-2.689, 3.606, -0.596], [-3.753, 2.603, -1.816], [-4.441, 3.168, -0.235], [-3.246, -0.410, 1.531], [-4.938, -2.329, 1.838], [-7.003, -2.312, 0.364], [-7.107, -0.332, -1.470], [-5.434, 1.068, -1.625]], "lowdin_charge": [-0.139, -0.086, -0.159, 0.028, 0.072, -0.193, -0.256, 0.014, -0.317, -0.073, 0.191, -0.023, -0.055, -0.110, 0.717, -0.292, -0.331, -0.129, -0.134, -0.221, -0.060, -0.204, -0.027, -0.223, 0.029, 0.125, -0.178, 0.057, 0.087, 0.168, 0.009, 0.196, 0.035, 0.132, 0.067, 0.093, 0.134, 0.065, 0.032, 0.189, 0.114, 0.120, 0.014, 0.109, 0.106, 0.153, 0.098, -0.005, 0.059]}

[2]
{"formula": "C20H22N2O5S", "method": "ωB97M-V/def2-TZVPD", "smiles": "COc1ccc(/C=C(\\NC(=O)c2cccs2)C(=O)N2CCOCC2)cc1OC", "e_tot_ev": -45148.907, "e_homo_ha": -0.2881, "orbital_gap_ha": 0.291, "e_above_lowest_kcal_mol": 54.7, "elements": ["C", "O", "C", "C", "C", "C", "C", "C", "N", "C", "O", "C", "C", "C", "C", "S", "C", "O", "N", "C", "C", "O", "C", "C", "C", "C", "O", "C", "H", "H", "H", "H", "H", "H", "H", "H", "H", "H", "H", "H", "H", "H", "H", "H", "H", "H", "H", "H", "H", "H"], "positions_angstrom": [[-6.694, -0.363, 0.530], [-5.571, -0.976, -0.063], [-4.396, -0.309, -0.232], [-3.430, -1.036, -0.922], [-2.170, -0.534, -1.171], [-1.830, 0.741, -0.727], [-0.516, 1.339, -0.947], [0.673, 0.729, -0.826], [0.818, -0.596, -0.441], [2.010, -1.181, -0.126], [3.063, -0.570, -0.079], [1.929, -2.613, 0.174], [2.989, -3.414, 0.507], [2.620, -4.753, 0.729], [1.286, -4.960, 0.564], [0.451, -3.527, 0.132], [1.938, 1.435, -1.255], [2.367, 1.256, -2.378], [2.444, 2.347, -0.399], [2.086, 2.469, 0.995], [3.257, 1.988, 1.864], [4.435, 2.696, 1.559], [4.791, 2.502, 0.205], [3.688, 3.018, -0.723], [-2.805, 1.488, -0.064], [-4.073, 0.993, 0.199], [-5.032, 1.718, 0.864], [-4.739, 3.037, 1.249], [-6.503, -0.085, 1.569], [-7.478, -1.119, 0.495], [-7.015, 0.520, -0.027], [-3.708, -2.019, -1.267], [-1.481, -1.113, -1.767], [-0.508, 2.390, -1.201], [-0.036, -1.130, -0.341], [3.992, -3.035, 0.581], [3.313, -5.529, 0.999], [0.735, -5.874, 0.669], [1.191, 1.883, 1.206], [1.887, 3.526, 1.208], [3.052, 2.167, 2.921], [3.411, 0.914, 1.688], [5.720, 3.052, 0.049], [4.948, 1.433, 0.009], [3.925, 2.802, -1.765], [3.553, 4.095, -0.582], [-2.540, 2.481, 0.261], [-3.918, 3.076, 1.971], [-4.499, 3.667, 0.387], [-5.648, 3.407, 1.721]], "lowdin_charge": [-0.075, -0.067, -0.195, 0.009, -0.051, -0.217, 0.010, -0.161, 0.149, -0.453, 0.084, -0.422, -0.093, -0.172, -0.400, 1.057, -0.439, 0.090, -0.043, -0.108, -0.185, -0.128, -0.174, -0.100, 0.031, -0.180, -0.114, -0.080, 0.094, 0.094, 0.096, 0.123, 0.117, 0.130, 0.075, 0.121, 0.105, 0.064, 0.124, 0.132, 0.127, 0.112, 0.127, 0.127, 0.126, 0.132, 0.109, 0.097, 0.099, 0.096]}

[3]
{"formula": "C20H22N2O6S", "method": "ωB97M-V/def2-TZVPD", "e_tot_ev": -47180.724, "e_homo_ha": -0.3158, "orbital_gap_ha": 0.327, "e_above_lowest_kcal_mol": 412.9, "elements": ["C", "C", "H", "H", "O", "C", "O", "C", "N", "C", "C", "C", "C", "C", "C", "O", "C", "O", "H", "S", "O", "O", "N", "H", "C", "H", "C", "C", "C", "C", "C", "C", "C", "H", "H", "C", "H", "H", "H", "H", "H", "H", "H", "H", "H", "H", "H", "H", "H", "H", "H"], "positions_angstrom": [[1.966, -4.088, -0.885], [0.776, -4.014, -0.002], [1.175, -3.437, 0.826], [0.386, -4.906, 0.338], [-0.517, -3.122, -0.577], [-1.527, -3.740, -0.493], [-1.760, -4.874, 0.029], [-2.548, -2.797, -1.366], [-2.217, -1.384, -1.349], [-2.096, -0.664, -0.227], [-1.887, -0.756, 1.118], [-1.848, 0.448, 1.880], [-1.920, 1.556, 1.355], [-1.570, 1.734, 0.004], [-1.898, 0.712, -0.862], [-1.835, 0.550, -1.986], [-2.219, -0.823, -2.373], [-2.194, -1.189, -3.469], [-1.459, 2.700, -0.523], [-1.438, 2.927, 2.569], [-1.877, 4.223, 1.697], [-2.069, 2.705, 3.843], [0.221, 2.908, 2.836], [0.391, 2.694, 3.950], [1.057, 3.987, 1.947], [1.297, 4.581, 2.842], [2.079, 3.115, 1.732], [2.053, 2.199, 0.450], [1.593, 0.890, 0.956], [1.290, -0.067, -0.163], [1.442, 0.444, -1.629], [1.595, 1.831, -1.875], [1.980, 2.592, -0.781], [2.061, 3.666, -0.948], [1.643, 2.113, -2.778], [1.339, -0.573, -2.737], [0.455, -0.046, -3.596], [2.221, -0.925, -2.923], [0.721, -1.447, -2.314], [1.203, -0.949, 0.087], [1.523, 0.375, 1.956], [3.113, 3.930, 1.540], [2.705, 2.673, 2.577], [0.322, 4.317, 1.479], [-1.907, 0.359, 2.992], [-2.323, -1.940, 1.516], [-3.570, -3.164, -0.739], [-2.735, -3.347, -2.294], [1.639, -4.483, -1.953], [2.398, -2.922, -1.130], [2.769, -4.567, -0.549]], "lowdin_charge": [-0.076, -0.052, 0.115, 0.080, 0.074, -0.584, 0.032, 0.054, 0.048, -0.101, 0.025, -0.179, -0.289, 0.037, -0.349, 0.237, -0.548, 0.207, 0.142, 0.784, -0.407, -0.334, -0.173, 0.191, -0.145, 0.138, -0.253, -0.226, 0.028, 0.049, -0.199, -0.012, -0.090, 0.131, 0.040, -0.042, 0.192, -0.005, 0.074, -0.032, 0.123, 0.185, 0.134, 0.011, 0.137, 0.207, 0.198, 0.137, 0.128, 0.142, 0.017]}

Please write out number 2 again, unchanged.
{"formula": "C20H22N2O5S", "method": "ωB97M-V/def2-TZVPD", "smiles": "COc1ccc(/C=C(\\NC(=O)c2cccs2)C(=O)N2CCOCC2)cc1OC", "e_tot_ev": -45148.907, "e_homo_ha": -0.2881, "orbital_gap_ha": 0.291, "e_above_lowest_kcal_mol": 54.7, "elements": ["C", "O", "C", "C", "C", "C", "C", "C", "N", "C", "O", "C", "C", "C", "C", "S", "C", "O", "N", "C", "C", "O", "C", "C", "C", "C", "O", "C", "H", "H", "H", "H", "H", "H", "H", "H", "H", "H", "H", "H", "H", "H", "H", "H", "H", "H", "H", "H", "H", "H"], "positions_angstrom": [[-6.694, -0.363, 0.530], [-5.571, -0.976, -0.063], [-4.396, -0.309, -0.232], [-3.430, -1.036, -0.922], [-2.170, -0.534, -1.171], [-1.830, 0.741, -0.727], [-0.516, 1.339, -0.947], [0.673, 0.729, -0.826], [0.818, -0.596, -0.441], [2.010, -1.181, -0.126], [3.063, -0.570, -0.079], [1.929, -2.613, 0.174], [2.989, -3.414, 0.507], [2.620, -4.753, 0.729], [1.286, -4.960, 0.564], [0.451, -3.527, 0.132], [1.938, 1.435, -1.255], [2.367, 1.256, -2.378], [2.444, 2.347, -0.399], [2.086, 2.469, 0.995], [3.257, 1.988, 1.864], [4.435, 2.696, 1.559], [4.791, 2.502, 0.205], [3.688, 3.018, -0.723], [-2.805, 1.488, -0.064], [-4.073, 0.993, 0.199], [-5.032, 1.718, 0.864], [-4.739, 3.037, 1.249], [-6.503, -0.085, 1.569], [-7.478, -1.119, 0.495], [-7.015, 0.520, -0.027], [-3.708, -2.019, -1.267], [-1.481, -1.113, -1.767], [-0.508, 2.390, -1.201], [-0.036, -1.130, -0.341], [3.992, -3.035, 0.581], [3.313, -5.529, 0.999], [0.735, -5.874, 0.669], [1.191, 1.883, 1.206], [1.887, 3.526, 1.208], [3.052, 2.167, 2.921], [3.411, 0.914, 1.688], [5.720, 3.052, 0.049], [4.948, 1.433, 0.009], [3.925, 2.802, -1.765], [3.553, 4.095, -0.582], [-2.540, 2.481, 0.261], [-3.918, 3.076, 1.971], [-4.499, 3.667, 0.387], [-5.648, 3.407, 1.721]], "lowdin_charge": [-0.075, -0.067, -0.195, 0.009, -0.051, -0.217, 0.010, -0.161, 0.149, -0.453, 0.084, -0.422, -0.093, -0.172, -0.400, 1.057, -0.439, 0.090, -0.043, -0.108, -0.185, -0.128, -0.174, -0.100, 0.031, -0.180, -0.114, -0.080, 0.094, 0.094, 0.096, 0.123, 0.117, 0.130, 0.075, 0.121, 0.105, 0.064, 0.124, 0.132, 0.127, 0.112, 0.127, 0.127, 0.126, 0.132, 0.109, 0.097, 0.099, 0.096]}